*a*
Here is a cluster of 2 separate species, CH2BrNO in total from the Open Molecules 2025 dataset. Energies are from ωB97M-V/def2-TZVPD.

For the molar mass, the calculation gives 123.94 g mol⁻¹.

CARTESIAN COORDINATES (ANGSTROEM)
H (0.60207, 1.46504, 0.26763)
C (-0.03217, 0.87080, -0.23805)
O (0.28026, -2.01547, 0.76812)
Br (-1.77814, 0.41641, 0.45334)
H (0.03797, 0.70330, -1.23099)
N (0.89001, -1.44008, -0.02006)



*b*
Here is a cluster of 2 separate species, CH2BrNO in total from the Open Molecules 2025 dataset. Energies are from ωB97M-V/def2-TZVPD.

For the molar mass, the calculation gives 123.94 g mol⁻¹.

CARTESIAN COORDINATES (ANGSTROEM)
C (0.81148, 0.62562, 0.60454)
Br (1.60426, -0.53698, 1.75903)
H (-1.46870, 0.08767, -1.18105)
N (-0.73020, -0.60979, -1.17038)
O (0.78042, 1.78387, 0.51451)
H (-0.99727, -1.35039, -0.52666)



If we sort the structures by their calculated energies, the order from most to least stable is *b*, *a*.



*a*
Here is a structure of composition C2H8IN2 from the Open Molecules 2025 dataset. Energies are from ωB97M-V/def2-TZVPD.

For the molar mass, the calculation gives 187.00 g mol⁻¹. As for the multiplicity: 3. The total charge is +1.

CARTESIAN COORDINATES (ANGSTROEM)
H (-0.89893, -0.52605, -1.32398)
I (2.03351, 1.72687, 2.06130)
N (1.04049, 2.05430, 0.14957)
H (-0.79868, 2.01960, -0.52519)
H (-0.67721, 1.41224, 1.21747)
N (-0.46327, -0.69597, -0.40866)
H (-1.06060, -2.79698, -0.84241)
H (0.86150, -2.22133, -0.71987)
H (1.64845, 2.40663, -0.54498)
H (-1.22685, -0.61089, 0.22809)
H (-0.09237, -2.34495, 0.74190)
C (-0.16861, -2.17795, -0.29332)
C (-0.19745, 1.75449, 0.26006)



*b*
Here is the ion C2H8IN2 with charge +1 from the Open Molecules 2025 dataset. Energies are from ωB97M-V/def2-TZVPD.

For the molar mass, the calculation gives 187.00 g mol⁻¹. As for the multiplicity: 3. The total charge is +1.

CARTESIAN COORDINATES (ANGSTROEM)
H (-1.01114, -0.80436, 0.85624)
H (-0.25810, 0.28973, 1.69921)
I (-2.44336, 1.64732, 0.36749)
H (1.58741, -1.22585, 1.52320)
N (-0.33701, 0.19411, -1.45811)
H (1.15201, -1.73351, -0.10297)
N (-0.19752, -0.21070, 0.80576)
H (-0.97028, -0.54133, -1.59916)
C (1.16740, -0.80280, 0.61256)
H (-0.25592, 0.83866, -2.24228)
C (-0.54934, 0.80909, -0.24364)
H (0.41401, 1.70440, -0.18588)
H (1.70184, -0.16474, -0.03242)



If we sort the structures by their calculated energies, the order from most to least stable is *a*, *b*.



*a*
Here is the molecule C3H6N2O2 from the Open Molecules 2025 dataset. Energies are from ωB97M-V/def2-TZVPD.

For the molar mass, the calculation gives 102.09 g mol⁻¹. As for the multiplicity: 3.

CARTESIAN COORDINATES (ANGSTROEM)
N (-0.07731, -0.77951, 0.39798)
O (-0.82187, 2.23910, -1.26638)
N (-0.52311, -0.08484, -0.53862)
C (-0.33312, 1.53364, -0.46361)
H (1.43635, 1.03689, 0.42916)
H (0.40819, -2.59623, 1.00355)
C (0.76905, 1.81519, 0.45478)
H (0.38926, 1.80245, 1.53835)
H (-1.23781, -2.36008, 0.26083)
O (-1.18055, -0.44190, -1.48880)
C (-0.24144, -2.19392, 0.25694)
H (0.21254, -2.63842, -0.76857)
H (1.19981, 2.66763, 0.18438)



*b*
Here is a cluster of 2 separate species, C3H6N2O2 in total from the Open Molecules 2025 dataset. Energies are from ωB97M-V/def2-TZVPD.

For the molar mass, the calculation gives 102.09 g mol⁻¹. As for the multiplicity: 3.

CARTESIAN COORDINATES (ANGSTROEM)
C (-2.57599, -0.19386, 0.10186)
H (0.54282, -1.58192, -0.81180)
O (1.89170, 1.22258, 0.15872)
H (-1.36732, 1.54034, 0.33484)
H (-2.97904, 1.63717, -0.85379)
N (1.17337, -0.74618, 0.92703)
C (1.57030, -1.41110, -0.33570)
H (2.17854, -2.26859, -0.06294)
N (1.19966, 0.40783, 1.12999)
H (1.88272, -0.64482, -1.16065)
O (-2.89463, -1.31578, 0.15150)
C (-2.32517, 1.12407, 0.00217)
H (1.70303, 2.23026, 0.41875)



If we sort the structures by their calculated energies, the order from most to least stable is *a*, *b*.



*a*
Here is the molecule C2H4I3NO from the Open Molecules 2025 dataset. Energies are from ωB97M-V/def2-TZVPD.

For the molar mass, the calculation gives 438.77 g mol⁻¹.

CARTESIAN COORDINATES (ANGSTROEM)
I (-0.86732, -2.32938, 0.27054)
O (-1.41837, -0.92394, -0.81432)
C (-0.53059, 1.51140, -0.42760)
H (1.68742, -0.14705, -0.38463)
N (0.74158, 1.45581, -0.49107)
C (1.49584, 0.66417, 0.31322)
H (2.47333, 1.14039, 0.72683)
I (-2.13465, -4.42757, -0.98373)
H (-0.86214, 1.19225, 0.56125)
H (-1.26949, 2.17064, -0.95620)
I (0.68439, -0.30671, 2.18570)



*b*
Here is a structure of composition C2H4I3NO from the Open Molecules 2025 dataset. Energies are from ωB97M-V/def2-TZVPD.

For the molar mass, the calculation gives 438.77 g mol⁻¹.

CARTESIAN COORDINATES (ANGSTROEM)
N (-0.52858, 1.05921, -0.31205)
C (-0.97356, 0.32760, 0.83272)
H (-1.98941, 0.71901, 1.33207)
I (2.37190, -1.59180, 0.15419)
I (-0.06386, 3.00070, 0.27838)
H (0.72078, 1.45942, -1.84017)
I (-1.44634, -1.76790, 0.41230)
H (0.25345, -0.28099, -1.86229)
O (1.88101, 0.28792, -0.30941)
H (-0.11248, 0.40956, 1.58512)
C (0.48519, 0.63616, -1.14454)



If we sort the structures by their calculated energies, the order from most to least stable is *b*, *a*.



*a*
Here is a cluster of 2 separate species, C8H10O2 in total from the Open Molecules 2025 dataset. Energies are from ωB97M-V/def2-TZVPD.

For the molar mass, the calculation gives 138.17 g mol⁻¹. The structure (SMILES) is CC(C)=C=C=O.C#COC.

CARTESIAN COORDINATES (ANGSTROEM)
C (-1.89189, -0.47832, 1.39664)
C (1.73063, 0.41138, -0.14169)
H (2.61796, -0.63477, -1.86750)
H (-1.43882, 0.57363, 3.28272)
C (-1.64088, 0.24289, 2.33498)
H (0.83419, -0.11224, 1.70893)
C (1.77902, -0.37355, 1.06133)
H (3.80367, -0.00509, -0.44715)
H (3.16447, 1.10625, -1.62885)
C (-0.23611, 1.22786, -1.55786)
O (-1.04606, 1.53447, -2.34009)
H (1.94895, -1.38109, 0.75925)
H (2.64165, -0.11294, 1.84562)
H (-4.16042, -0.51358, -0.01473)
H (-3.33073, -1.35741, -1.29851)
C (-3.19841, -0.54574, -0.54188)
H (-3.02742, 0.36284, -1.01682)
C (2.93873, 0.17024, -1.08724)
O (-2.09669, -0.97203, 0.25569)
C (0.60816, 0.85721, -0.70281)



*b*
Here is the molecule C8H10O2 from the Open Molecules 2025 dataset. Energies are from ωB97M-V/def2-TZVPD.

For the molar mass, the calculation gives 138.17 g mol⁻¹.

CARTESIAN COORDINATES (ANGSTROEM)
H (-0.18828, -2.72196, 2.21241)
C (-0.75029, 0.41203, 0.30757)
H (1.86707, -0.99026, -1.29710)
H (0.16531, -1.31297, -1.81001)
C (-0.88565, -1.10086, 0.58617)
C (0.48747, 0.54955, -0.61384)
H (1.33626, 0.80353, 0.07669)
H (0.53864, 2.60979, -1.28281)
H (-1.16468, -1.37333, 1.59457)
C (1.20352, -2.53296, 0.90610)
H (0.90997, 1.39016, -2.67622)
C (0.26263, 1.64400, -1.68233)
C (-1.07893, 1.66484, -2.23380)
H (-1.63977, -1.50705, -0.03870)
C (0.58797, -1.60029, 0.19790)
O (-1.68698, 2.12035, -3.13184)
H (-1.59271, 0.60361, -0.17781)
C (0.85364, -0.91313, -1.06606)
H (-0.57249, 0.99310, 1.18280)
O (0.78747, -3.08926, 2.00164)



If we sort the structures by their calculated energies, the order from most to least stable is *b*, *a*.



*a*
Here is a cluster of 2 separate species, CH3O2 in total from the Open Molecules 2025 dataset. Energies are from ωB97M-V/def2-TZVPD.

For the molar mass, the calculation gives 47.03 g mol⁻¹. The total charge is -1.

CARTESIAN COORDINATES (ANGSTROEM)
O (-0.17904, 2.04942, -0.82260)
O (0.18767, -2.37510, 1.29457)
C (-0.16655, 0.82864, -0.64536)
H (1.13286, -2.79630, 1.30829)
H (-0.54443, 0.21737, 0.18915)
H (0.34187, 0.21252, -1.40103)



*b*
Here is the ion CH3O2 with charge -1 from the Open Molecules 2025 dataset. Energies are from ωB97M-V/def2-TZVPD.

For the molar mass, the calculation gives 47.03 g mol⁻¹. The total charge is -1. The structure (SMILES) is [O-]CO.

CARTESIAN COORDINATES (ANGSTROEM)
O (-0.69263, 0.77913, 0.66630)
H (-0.95525, 0.86238, -0.30819)
C (0.44401, -0.16543, 0.25216)
O (0.25250, -0.68588, -1.02739)
H (0.45913, -0.88928, 1.16875)
H (1.35313, 0.27346, 0.51514)



If we sort the structures by their calculated energies, the order from most to least stable is *b*, *a*.